(1)
{"formula": "C53H55I2N3O8S", "method": "wB97M-V/def2-TZVPD", "smiles": "CCC[C@@H](C)[C@@]1(/C(I)=C(/C)I)C(=O)N[C@H](C)[C@@]1(CCCCCCCSc1nnco1)COC(C)=O.O=C1c2ccccc2C(=O)c2ccccc21.O=C1c2ccccc2C(=O)c2ccccc21", "gap_ha": 0.294, "multiplicity": 1, "total_energy_ha": -3812.3579, "homo_energy_ev": -9.01, "species": ["C", "C", "C", "C", "C", "C", "C", "I", "C", "C", "I", "C", "O", "N", "C", "C", "C", "C", "C", "C", "C", "C", "C", "C", "S", "C", "N", "N", "C", "O", "C", "O", "C", "C", "O", "H", "H", "H", "H", "H", "H", "H", "H", "H", "H", "H", "H", "H", "H", "H", "H", "H", "H", "H", "H", "H", "H", "H", "H", "H", "H", "H", "H", "H", "H", "H", "H", "H", "H", "H", "H", "H", "H", "H", "C", "C", "C", "C", "C", "C", "C", "O", "C", "C", "C", "C", "C", "C", "C", "O", "H", "H", "H", "H", "H", "H", "H", "H", "C", "C", "C", "C", "C", "C", "C", "O", "C", "C", "C", "C", "C", "C", "C", "O", "H", "H", "H", "H", "H", "H", "H", "H"], "positions_angstrom": [[0.197, -0.193, 6.000], [-0.029, 0.446, 4.592], [0.032, -0.684, 3.555], [-0.431, -0.399, 2.107], [-1.680, 0.480, 2.107], [0.677, 0.128, 1.096], [0.002, -0.033, -0.266], [-0.296, -2.069, -0.909], [-0.485, 0.848, -1.137], [-1.168, 0.513, -2.436], [-0.401, 2.927, -0.814], [1.144, 1.469, 1.711], [0.512, 2.392, 2.180], [2.553, 1.493, 1.840], [2.901, 0.074, 2.178], [4.405, -0.139, 2.292], [2.049, -0.653, 1.141], [2.809, -0.672, -0.218], [2.897, 0.651, -1.023], [4.268, 1.347, -1.069], [4.181, 2.906, -1.129], [4.807, 3.536, 0.105], [5.016, 5.062, -0.025], [3.878, 5.915, 0.593], [3.045, 6.999, -0.628], [2.812, 5.977, -2.024], [3.588, 6.087, -3.050], [3.149, 5.135, -3.950], [2.158, 4.538, -3.421], [1.875, 5.039, -2.193], [1.955, -2.170, 1.494], [2.697, -2.492, 2.695], [2.178, -3.515, 3.402], [2.362, -3.399, 4.901], [1.637, -4.483, 2.908], [1.174, 0.097, 6.385], [-0.521, 0.190, 6.719], [0.180, -1.279, 5.963], [0.796, 1.137, 4.468], [-0.987, 0.947, 4.639], [-0.663, -1.442, 3.928], [1.012, -1.143, 3.634], [-0.782, -1.362, 1.741], [-1.553, 1.425, 2.617], [-2.437, -0.074, 2.669], [-2.095, 0.637, 1.115], [-0.491, -0.007, -3.108], [-2.040, -0.103, -2.234], [-1.553, 1.413, -2.901], [2.725, 2.129, 2.609], [2.571, 0.024, 3.217], [4.960, -0.178, 1.362], [4.807, 0.694, 2.870], [4.587, -1.019, 2.899], [3.824, -1.033, -0.074], [2.362, -1.403, -0.880], [2.621, 0.435, -2.057], [2.166, 1.380, -0.699], [4.774, 1.027, -1.980], [4.929, 1.108, -0.239], [3.133, 3.184, -1.211], [4.736, 3.223, -2.009], [4.186, 3.369, 0.980], [5.788, 3.095, 0.279], [5.910, 5.328, 0.536], [5.180, 5.332, -1.064], [4.276, 6.546, 1.377], [3.111, 5.278, 1.028], [1.566, 3.735, -3.815], [0.932, -2.502, 1.637], [2.348, -2.789, 0.696], [3.229, -4.009, 5.146], [2.604, -2.370, 5.155], [1.484, -3.772, 5.410], [-2.501, -1.201, -9.642], [-1.733, -2.355, -9.525], [-0.503, -2.310, -8.892], [-0.028, -1.108, -8.382], [-0.789, 0.055, -8.520], [-2.030, 0.001, -9.142], [-0.280, 1.363, -8.022], [-0.943, 2.373, -8.136], [1.067, 1.402, -7.387], [1.585, 2.620, -6.965], [2.831, 2.671, -6.361], [3.560, 1.501, -6.167], [3.051, 0.285, -6.590], [1.808, 0.231, -7.209], [1.289, -1.080, -7.688], [1.926, -2.100, -7.521], [-3.466, -1.240, -10.130], [-2.097, -3.291, -9.927], [0.094, -3.207, -8.795], [-2.623, 0.900, -9.236], [1.015, 3.527, -7.113], [3.235, 3.621, -6.035], [4.529, 1.542, -5.687], [3.618, -0.624, -6.445], [-9.610, -1.952, 6.439], [-9.414, -3.204, 7.013], [-8.336, -3.983, 6.632], [-7.453, -3.519, 5.665], [-7.662, -2.271, 5.073], [-8.736, -1.487, 5.471], [-6.754, -1.774, 4.002], [-6.931, -0.688, 3.490], [-5.627, -2.646, 3.569], [-4.801, -2.226, 2.535], [-3.741, -3.020, 2.131], [-3.495, -4.235, 2.764], [-4.319, -4.661, 3.792], [-5.391, -3.874, 4.193], [-6.287, -4.362, 5.279], [-6.076, -5.421, 5.831], [-10.449, -1.341, 6.745], [-10.105, -3.570, 7.761], [-8.179, -4.954, 7.080], [-8.889, -0.516, 5.019], [-4.990, -1.280, 2.046], [-3.102, -2.692, 1.321], [-2.661, -4.850, 2.451], [-4.133, -5.606, 4.283]]}

=====

(2)
{"formula": "C53H57Cl2N7O5P2PbS2Se2Si4", "method": "wB97M-V/def2-TZVPD", "gap_ha": 0.220, "total_charge": -2, "multiplicity": 1, "total_energy_ha": -11366.9168, "homo_energy_ev": -2.61, "e_above_lowest_kj_mol": 26.0, "species": ["Pb", "Cl", "C", "C", "C", "N", "C", "O", "C", "C", "C", "C", "C", "N", "C", "C", "C", "Cl", "N", "C", "O", "C", "C", "C", "C", "C", "N", "H", "H", "H", "H", "H", "H", "H", "H", "H", "H", "Se", "P", "C", "C", "C", "C", "C", "C", "C", "C", "C", "C", "C", "C", "C", "C", "N", "N", "N", "P", "Se", "C", "C", "C", "C", "C", "C", "C", "C", "C", "C", "C", "C", "H", "H", "H", "H", "H", "H", "H", "H", "H", "H", "H", "H", "H", "H", "H", "H", "H", "H", "H", "H", "O", "S", "O", "O", "S", "C", "Si", "C", "C", "Si", "Si", "C", "C", "C", "Si", "C", "C", "C", "H", "H", "H", "H", "H", "H", "H", "H", "H", "H", "H", "H", "H", "H", "H", "H", "H", "H", "H", "H", "H", "H", "H", "H", "H", "H", "H"], "positions_angstrom": [[0.344, 1.448, -0.039], [4.322, 7.125, 1.316], [3.435, 5.934, 0.398], [3.310, 4.658, 0.918], [2.618, 3.664, 0.227], [2.358, 2.396, 0.761], [3.123, 1.897, 1.736], [4.217, 2.305, 2.148], [2.565, 0.677, 2.449], [3.322, 0.097, 3.463], [2.798, -0.982, 4.150], [1.539, -1.452, 3.812], [0.854, -0.811, 2.793], [1.361, 0.223, 2.129], [2.053, 3.981, -1.036], [2.189, 5.274, -1.536], [2.875, 6.244, -0.824], [3.013, 7.842, -1.512], [1.342, 2.962, -1.679], [1.185, 2.972, -3.002], [1.518, 3.832, -3.833], [0.558, 1.709, -3.573], [0.551, 1.533, -4.957], [0.041, 0.357, -5.474], [-0.455, -0.605, -4.604], [-0.431, -0.333, -3.248], [0.062, 0.796, -2.749], [3.752, 4.430, 1.872], [4.288, 0.524, 3.685], [3.367, -1.456, 4.942], [1.088, -2.295, 4.319], [-0.137, -1.127, 2.490], [1.764, 5.517, -2.494], [0.956, 2.325, -5.569], [0.035, 0.188, -6.545], [-0.851, -1.548, -4.960], [-0.822, -1.036, -2.519], [3.217, -6.370, -0.366], [3.860, -4.345, -0.391], [4.989, -4.096, -1.787], [6.358, -3.950, -1.617], [7.185, -3.813, -2.725], [6.644, -3.817, -4.000], [5.273, -3.967, -4.169], [4.449, -4.112, -3.069], [4.816, -3.940, 1.114], [5.363, -2.668, 1.291], [6.124, -2.394, 2.416], [6.319, -3.370, 3.384], [5.755, -4.625, 3.223], [5.013, -4.914, 2.086], [2.693, -2.983, -0.567], [1.353, -2.586, -0.365], [1.333, -1.253, -0.612], [2.548, -0.855, -0.923], [3.380, -1.868, -0.906], [-0.281, -3.265, -0.009], [-1.754, -1.797, 0.384], [-0.152, -4.386, 1.415], [-1.325, -4.914, 1.952], [-1.270, -5.756, 3.048], [-0.047, -6.065, 3.633], [1.118, -5.524, 3.118], [1.063, -4.686, 2.013], [-0.748, -4.263, -1.462], [-1.893, -3.950, -2.183], [-2.220, -4.679, -3.317], [-1.408, -5.725, -3.732], [-0.267, -6.043, -3.007], [0.061, -5.313, -1.876], [6.789, -3.938, -0.625], [8.251, -3.687, -2.584], [7.287, -3.698, -4.863], [4.845, -3.957, -5.164], [3.379, -4.223, -3.203], [5.186, -1.898, 0.551], [6.543, -1.404, 2.540], [6.903, -3.146, 4.269], [5.900, -5.389, 3.978], [4.584, -5.897, 1.937], [-2.279, -4.640, 1.518], [-2.188, -6.160, 3.458], [-0.010, -6.715, 4.499], [2.079, -5.740, 3.570], [1.974, -4.245, 1.649], [-2.516, -3.127, -1.851], [-3.112, -4.426, -3.877], [-1.664, -6.291, -4.620], [0.377, -6.857, -3.317], [0.953, -5.575, -1.325], [-1.785, 4.755, 2.870], [-0.962, 3.759, 2.224], [-0.614, 4.031, 0.831], [0.129, 3.223, 2.996], [-2.353, 2.095, 2.039], [-2.422, 4.697, -1.743], [-3.306, 5.146, -0.139], [-5.036, 5.812, -0.588], [-2.425, 6.582, 0.674], [-3.894, 3.153, 0.959], [-4.527, 1.563, -0.669], [-3.081, 1.144, -1.806], [-5.945, 2.215, -1.748], [-5.145, -0.027, 0.157], [-5.674, 3.372, 2.507], [-7.284, 4.005, 1.722], [-6.079, 1.681, 3.252], [-5.212, 4.540, 3.908], [-2.177, 5.620, -2.280], [-3.045, 4.081, -2.394], [-1.484, 4.167, -1.558], [-4.932, 6.713, -1.204], [-5.590, 6.092, 0.309], [-5.643, 5.095, -1.142], [-2.470, 7.387, -0.069], [-1.384, 6.365, 0.908], [-2.921, 6.915, 1.587], [-3.076, 1.791, -2.687], [-3.165, 0.104, -2.136], [-2.109, 1.241, -1.325], [-5.651, 3.108, -2.302], [-6.818, 2.468, -1.143], [-6.250, 1.457, -2.477], [-4.674, -0.895, -0.310], [-6.227, -0.106, 0.014], [-4.943, -0.090, 1.224], [-7.623, 3.360, 0.909], [-7.177, 5.013, 1.323], [-8.075, 4.026, 2.480], [-6.680, 1.079, 2.567], [-6.661, 1.837, 4.167], [-5.186, 1.114, 3.518], [-5.146, 5.572, 3.558], [-4.240, 4.289, 4.333], [-5.978, 4.482, 4.689]]}

=====

(3)
{"formula": "C53H57N4O2RbTe", "method": "wB97M-V/def2-TZVPD", "gap_ha": 0.202, "total_charge": -2, "multiplicity": 1, "total_energy_ha": -2715.5014, "homo_energy_ev": -1.69, "e_above_lowest_kj_mol": 0.0, "species": ["Rb", "O", "C", "C", "C", "C", "C", "C", "C", "N", "N", "C", "O", "C", "C", "C", "C", "C", "C", "H", "H", "H", "H", "H", "H", "H", "H", "H", "H", "C", "C", "C", "C", "C", "C", "C", "C", "C", "C", "C", "C", "N", "C", "C", "C", "C", "C", "C", "C", "N", "C", "C", "C", "C", "C", "C", "C", "C", "C", "C", "C", "C", "H", "H", "H", "H", "H", "H", "H", "H", "H", "H", "H", "H", "H", "H", "H", "H", "H", "H", "H", "H", "H", "H", "H", "H", "H", "H", "H", "H", "H", "H", "H", "H", "H", "H", "H", "H", "H", "H", "H", "C", "Te", "C", "C", "C", "C", "C", "C", "C", "H", "H", "H", "H", "H", "H", "H", "H"], "positions_angstrom": [[-0.158, -1.060, 0.222], [-2.453, -1.992, 0.670], [-3.039, -2.972, 1.224], [-4.434, -2.905, 1.564], [-5.109, -3.943, 2.163], [-4.455, -5.146, 2.477], [-3.111, -5.246, 2.167], [-2.382, -4.216, 1.557], [-0.950, -4.460, 1.389], [-0.078, -3.647, 0.932], [1.225, -4.060, 1.185], [2.200, -3.458, 0.553], [2.153, -2.659, -0.445], [3.550, -3.843, 1.148], [4.725, -3.479, 0.501], [5.971, -3.784, 1.042], [6.064, -4.471, 2.242], [4.894, -4.858, 2.891], [3.655, -4.550, 2.351], [-4.937, -1.976, 1.318], [-6.163, -3.829, 2.399], [-4.980, -5.963, 2.955], [-2.578, -6.162, 2.412], [-0.595, -5.427, 1.760], [4.663, -2.949, -0.438], [6.869, -3.479, 0.518], [7.033, -4.700, 2.671], [4.950, -5.404, 3.827], [2.736, -4.841, 2.845], [-2.604, 4.518, 3.322], [-1.212, 4.094, 2.844], [-0.304, 5.316, 2.691], [-0.612, 3.045, 3.772], [-0.506, 3.345, 5.129], [-0.041, 2.413, 6.039], [0.311, 1.150, 5.581], [0.235, 0.805, 4.237], [0.609, -0.617, 3.847], [1.695, -0.689, 2.768], [-0.643, -1.424, 3.464], [-0.206, 1.777, 3.311], [-0.272, 1.489, 1.929], [0.485, 2.196, 1.172], [0.567, 2.325, -0.270], [1.597, 3.205, -0.685], [1.816, 3.604, -1.975], [0.969, 3.070, -2.972], [-0.044, 2.218, -2.645], [-0.353, 1.822, -1.280], [-1.432, 1.111, -1.008], [-2.466, 1.026, -1.947], [-3.311, 2.149, -2.113], [-4.398, 2.078, -2.975], [-4.671, 0.919, -3.692], [-3.851, -0.182, -3.519], [-2.760, -0.159, -2.653], [-1.894, -1.403, -2.533], [-0.947, -1.512, -3.733], [-2.706, -2.690, -2.372], [-3.079, 3.385, -1.260], [-3.597, 4.676, -1.888], [-3.689, 3.163, 0.128], [-3.040, 5.245, 2.632], [-2.562, 4.978, 4.313], [-3.273, 3.656, 3.375], [-1.335, 3.646, 1.858], [-0.150, 5.812, 3.655], [-0.746, 6.041, 2.001], [0.675, 5.029, 2.301], [-0.803, 4.328, 5.480], [0.039, 2.660, 7.090], [0.664, 0.402, 6.284], [1.029, -1.075, 4.747], [1.321, -0.277, 1.840], [1.996, -1.726, 2.596], [2.576, -0.111, 3.061], [-1.155, -0.985, 2.609], [-1.348, -1.459, 4.296], [-0.370, -2.448, 3.199], [1.219, 2.846, 1.672], [2.245, 3.601, 0.093], [2.622, 4.283, -2.224], [1.132, 3.329, -4.014], [-0.687, 1.826, -3.423], [-5.048, 2.939, -3.090], [-5.519, 0.875, -4.366], [-4.067, -1.092, -4.069], [-1.296, -1.300, -1.639], [-1.522, -1.623, -4.658], [-0.286, -2.378, -3.630], [-0.330, -0.615, -3.832], [-3.280, -2.916, -3.276], [-3.383, -2.612, -1.522], [-2.032, -3.530, -2.181], [-2.005, 3.505, -1.119], [-4.691, 4.718, -1.893], [-3.247, 4.785, -2.917], [-3.241, 5.536, -1.313], [-4.767, 2.990, 0.042], [-3.530, 4.034, 0.771], [-3.234, 2.290, 0.603], [4.136, 1.023, -2.600], [3.363, -0.507, -1.251], [2.815, -1.376, -3.123], [3.834, -0.905, -4.128], [4.111, -1.609, -5.295], [5.080, -1.158, -6.185], [5.781, 0.008, -5.905], [5.498, 0.723, -4.745], [4.522, 0.285, -3.854], [4.962, 1.600, -2.182], [3.313, 1.709, -2.805], [1.814, -1.028, -3.375], [2.788, -2.458, -3.018], [3.573, -2.529, -5.502], [5.293, -1.721, -7.086], [6.549, 0.358, -6.585], [6.044, 1.635, -4.525]]}